Below is a structure of composition C5H10N2O2 at a distorted geometry, with properties calculated with the ωB97M-V functional and the def2-TZVPD basis.

ORCA input file:
```
! wB97M-V def2-TZVPD RIJCOSX def2/J DEFGRID3
* xyz 0 1
O 1.282 -0.684 -2.384
O -0.982 -2.155 -1.421
N -0.849 -0.790 -1.092
N -1.375 0.979 0.902
C 1.601 1.683 -0.004
C 0.652 -0.257 -1.429
C -0.266 -1.102 1.443
C -0.451 0.061 0.494
C 0.695 0.540 -0.323
H -1.222 -1.479 1.816
H 1.069 2.634 0.095
H -2.136 0.710 1.505
H 0.256 -1.915 0.946
H 0.330 -0.762 2.294
H -1.565 -0.275 -1.605
H -1.353 1.921 0.546
H 2.332 1.795 -0.806
H -0.175 -2.424 -1.900
H 2.156 1.520 0.927
*
```

Summary:
Orbital gap: 0.3016 Ha
Energy relative to the best compared isomer or geometry (same formula, charge and spin): 395.3 kJ/mol
F_max: 1.98 eV/Å
Highest occupied orbital energy: -7.55 eV


Below is a cluster of 10 separate species, C36H76N4O16S6 in total at a distorted geometry, with properties calculated with the ωB97M-V functional and the def2-TZVPD basis.

ORCA input file:
```
! wB97M-V def2-TZVPD RIJCOSX def2/J DEFGRID3
* xyz 0 1
S -3.572 -3.044 -2.972
S -2.990 3.679 3.558
S 0.783 -3.703 5.317
S 2.530 -5.715 0.455
S -3.759 2.824 -1.320
S 1.785 5.705 2.251
O -3.173 2.947 0.012
O 3.827 -6.042 1.007
O 0.076 -3.087 6.370
O -3.128 -3.125 -1.577
O 2.910 -0.233 1.638
O 2.659 4.177 -4.672
O 0.751 6.472 1.560
O 2.127 -4.180 5.510
O -5.003 -2.709 -3.249
O -1.922 2.726 3.243
O 1.582 -2.666 -4.101
O -3.087 2.183 -2.419
O 2.893 5.237 1.366
O -4.352 3.229 3.775
O 1.817 -4.627 1.172
O 0.150 0.208 -2.056
N 1.712 2.295 -5.089
N 4.830 0.799 1.867
N 3.811 -2.950 -4.546
N -0.284 0.570 -0.053
C -2.909 5.094 2.465
C 0.955 1.048 -4.819
C -2.545 -1.842 -4.045
C 2.814 -5.152 -1.340
C -2.753 6.036 4.827
C 2.416 6.560 3.914
C 0.911 3.435 -3.110
C -1.075 -2.851 3.595
C -5.347 1.968 -1.281
C 1.862 -5.984 -2.189
C 4.256 -1.881 -3.618
C -1.314 -2.763 -4.458
C -1.902 -4.080 -4.902
C 1.758 3.428 -4.371
C 0.852 -1.571 -0.545
C -2.558 6.342 3.303
C 1.441 4.270 4.507
C 4.918 -1.123 0.693
C -0.505 -5.066 4.794
C 2.301 -4.449 -5.558
C -1.659 -4.234 4.021
C 1.666 5.720 4.981
C 0.843 -6.651 -1.359
C -4.522 4.452 -1.745
C 4.260 1.839 2.731
C -6.298 3.020 -0.783
C -6.096 4.222 -1.631
C 2.472 -3.244 -4.657
C -2.425 4.639 5.029
C 4.072 -0.138 1.392
C 0.448 -2.784 3.768
C 1.398 -7.082 0.086
C -0.519 0.306 1.355
C 0.349 -0.178 -0.937
C -3.059 -4.559 -4.004
C 0.990 4.253 3.004
H -3.842 -4.994 -4.625
H 5.957 -0.942 0.417
H -0.604 1.247 1.899
H -1.256 -2.535 2.568
H -0.728 -2.900 -3.549
H -6.516 3.929 -2.593
H 3.775 1.370 3.587
H -2.600 -5.331 -3.387
H 0.365 -0.230 1.700
H -4.072 5.096 -0.990
H -3.184 -1.563 -4.884
H 4.473 -1.613 -0.174
H -0.728 -5.626 5.702
H 3.538 2.459 2.199
H 1.726 -5.239 -5.075
H -1.554 6.748 3.182
H 0.054 -5.956 -1.069
H -5.092 1.252 -0.500
H -6.172 3.254 0.274
H -3.934 5.159 2.101
H 1.814 -1.488 -0.040
H 3.500 6.499 4.004
H 5.324 -1.840 -3.404
H -0.229 -5.747 3.989
H -2.751 4.249 5.993
H 2.536 2.419 -5.659
H 5.791 0.549 2.049
H -1.345 4.505 5.085
H -2.236 4.787 1.664
H 0.723 6.239 5.155
H 0.775 0.401 -5.678
H -5.380 1.571 -2.296
H 3.744 -0.964 -3.909
H -2.456 -4.061 4.743
H 1.409 -5.186 -2.778
H 3.885 -5.129 -1.537
H 2.089 7.593 3.788
H 3.251 -4.894 -5.853
H 1.738 -4.204 -6.459
H -2.228 6.749 5.462
H 1.405 0.325 -4.138
H 1.014 -2.305 -1.335
H -0.044 1.398 -4.560
H -0.749 -2.270 -5.249
H 0.716 3.687 5.076
H -0.154 3.416 -3.338
H 5.175 -1.979 1.317
H 4.917 2.587 3.173
H 0.437 -7.502 -1.904
H 1.169 4.212 -2.390
H 2.330 5.736 5.846
H -2.482 -0.909 -3.486
H -4.053 4.705 -2.696
H -0.099 4.310 3.021
H -2.002 -4.818 3.167
H -1.292 -4.979 -4.986
H -3.786 6.165 5.151
H 2.378 -6.670 -2.860
H -2.411 -3.856 -5.839
H -7.205 2.497 -1.088
H 3.782 -2.019 -2.646
H 0.884 -1.796 3.913
H 4.339 -3.478 -5.226
H 2.368 3.698 4.464
H 0.752 -7.162 0.961
H 1.095 2.459 -2.661
H 2.073 -7.921 -0.083
H -3.289 7.071 2.952
H 2.455 -4.122 -1.322
H -0.744 1.299 -0.581
H 0.247 -2.134 0.167
H -1.372 -2.125 4.351
H 0.957 -3.359 2.994
H -6.730 5.086 -1.433
H -1.424 -0.251 1.595
H 1.317 3.399 2.411
*
```

Summary:
Orbital gap: 0.3158 Ha
Energy relative to the best compared isomer or geometry (same formula, charge and spin): 0.0 kJ/mol
F_max: 5.28 eV/Å
Highest occupied orbital energy: -8.41 eV
SMILES: O=S1(=O)CCCC1.O=S1(=O)CCCC1.O=S1(=O)CCCC1.O=S1(=O)CCCC1.O=S1(=O)CCCC1.O=S1(=O)CCCC1.CNC(C)=O.CNC(C)=O.CNC(C)=O.CNC(C)=O